{"formula": "C20H23ClN3O2S", "method": "wB97M-V/def2-TZVPD", "total_energy_ev": -53031.1757, "smiles": "C[NH+](C)CCCN(C(=O)COc1ccccc1)c1nc2c(Cl)cccc2s1", "multiplicity": 1, "total_charge": 1, "elements": ["Cl", "S", "O", "O", "N", "N", "N", "C", "C", "C", "C", "C", "C", "C", "C", "C", "C", "C", "C", "C", "C", "C", "C", "C", "C", "C", "C", "H", "H", "H", "H", "H", "H", "H", "H", "H", "H", "H", "H", "H", "H", "H", "H", "H", "H", "H", "H", "H", "H", "H"], "coordinates": [[-4.19658, -0.11838, 1.69196], [-0.61811, 2.64024, -1.07218], [3.46129, -0.57684, -0.67763], [1.52320, 2.01085, -1.90500], [-2.25399, -2.22298, -0.07949], [-1.56318, 0.46970, 0.02510], [0.61646, 0.25015, -0.84591], [0.62240, -1.14324, -0.44472], [-3.39840, -2.11133, -0.99743], [2.91081, 0.06625, -1.79701], [-3.05103, 3.78595, -0.26679], [4.83496, -0.54585, 1.22190], [-4.59500, 2.41551, 0.96422], [-1.12323, -2.94617, -0.71656], [1.64232, 0.86662, -1.52124], [-2.64908, -2.91431, 1.15744], [-4.25706, 3.63372, 0.38243], [-2.52417, 1.43968, 0.20792], [5.54761, 0.11260, 2.20402], [-0.52501, 0.97553, -0.58705], [-2.19874, 2.69566, -0.34166], [-0.17698, -2.00305, -1.44174], [5.58422, 1.49800, 2.22835], [4.90043, 2.21711, 1.26633], [-3.74179, 1.33481, 0.88329], [4.15213, 0.18349, 0.25344], [4.17737, 1.56888, 0.27604], [-1.95935, -1.20029, 0.12650], [3.65183, 2.15755, -0.45905], [4.80211, -1.62318, 1.17979], [4.92313, 3.29597, 1.27681], [2.67641, -0.72799, -2.51527], [-5.52993, 2.31414, 1.49326], [1.65354, -1.48332, -0.36759], [6.08007, -0.45806, 2.94900], [6.14514, 2.01236, 2.99254], [-1.53077, -3.68801, -1.40668], [-0.56275, -3.47700, 0.05497], [-1.84719, -2.86104, 1.89031], [3.62778, 0.75291, -2.26223], [-3.08939, -1.63819, -1.92650], [0.50035, -2.59563, -2.05588], [-2.86645, -3.95937, 0.93983], [-2.76237, 4.72782, -0.70333], [-3.53501, -2.45120, 1.58065], [-4.17354, -1.50309, -0.53673], [-3.80366, -3.09816, -1.21628], [-4.94203, 4.46220, 0.45865], [-0.73912, -1.35339, -2.11487], [0.18035, -1.18766, 0.55407]]}